Entry 1:
A 10-piece molecular cluster, C57H86F15N8O15PS5 overall in a non-equilibrium geometry, computed with ωB97M-V/def2-TZVPD.

Geometry as XYZ:
```
187
Properties=species:S:1:pos:R:3:lowdin_charge:R:1
C 12.589 16.436 11.845 -0.060
C 11.396 16.846 10.999 -0.160
N 10.749 15.737 10.269 -0.024
C 10.174 15.917 9.019 -0.005
C 9.660 14.765 8.700 -0.038
N 9.865 13.856 9.701 -0.050
C 10.558 14.465 10.628 -0.002
C 9.508 12.449 9.474 0.041
H 13.335 15.950 11.229 0.086
H 12.301 15.769 12.657 0.049
H 13.066 17.326 12.305 0.077
H 11.815 17.472 10.194 0.128
H 10.693 17.389 11.604 0.106
H 10.382 16.839 8.484 0.148
H 9.135 14.489 7.807 0.147
H 10.791 13.988 11.587 0.155
H 9.663 11.886 10.379 0.061
H 10.302 12.047 8.812 0.119
H 8.499 12.385 9.078 0.116
C 12.501 14.389 15.379 -0.060
C 13.892 15.003 15.272 -0.142
N 14.726 15.037 16.532 -0.002
C 15.845 14.228 16.740 -0.042
C 16.159 14.239 18.026 0.053
N 15.245 15.224 18.637 -0.005
C 14.412 15.545 17.720 -0.072
C 15.236 15.852 19.921 0.003
H 12.185 14.341 14.339 0.046
H 11.829 15.112 15.853 0.065
H 12.469 13.402 15.846 0.094
H 13.792 16.031 14.931 0.101
H 14.582 14.486 14.556 0.118
H 16.372 13.725 15.951 0.094
H 16.871 13.694 18.653 0.093
H 13.513 16.101 17.920 0.141
H 14.681 15.297 20.677 0.099
H 14.664 16.750 19.770 0.072
H 16.257 16.066 20.235 0.076
C 15.424 20.125 14.958 -0.100
C 14.923 19.683 16.286 -0.278
C 13.429 19.509 16.341 -0.241
C 12.667 20.826 16.193 -0.251
P 11.094 20.657 15.352 1.033
C 10.115 19.327 16.197 -0.195
C 10.061 17.936 15.497 -0.221
C 8.948 17.830 14.465 -0.271
C 8.863 16.451 13.863 -0.104
C 10.251 22.266 15.485 -0.242
C 8.816 22.450 14.935 -0.219
C 8.689 22.496 13.418 -0.270
C 9.268 23.754 12.803 -0.098
C 11.385 20.186 13.647 -0.278
C 12.185 21.193 12.820 -0.239
C 12.589 20.632 11.450 -0.275
C 13.399 21.631 10.630 -0.096
H 15.337 21.207 14.847 0.079
H 14.809 19.623 14.226 0.066
H 16.469 19.832 14.808 0.076
H 15.282 20.322 17.094 0.107
H 15.367 18.696 16.464 0.106
H 13.115 18.946 17.217 0.099
H 13.141 18.876 15.491 0.085
H 13.267 21.559 15.648 0.091
H 12.468 21.382 17.129 0.117
H 9.113 19.719 16.324 0.090
H 10.563 19.219 17.190 0.097
H 9.876 17.201 16.287 0.125
H 11.024 17.721 15.031 0.083
H 9.006 18.557 13.652 0.088
H 7.984 18.008 14.957 0.124
H 8.495 15.719 14.612 0.091
H 9.866 16.143 13.590 0.045
H 8.195 16.344 12.997 0.088
H 10.954 22.922 14.954 0.095
H 10.173 22.487 16.542 0.104
H 8.456 23.391 15.380 0.128
H 8.172 21.682 15.322 0.096
H 7.617 22.493 13.227 0.116
H 9.102 21.604 12.943 0.085
H 9.075 23.799 11.726 0.086
H 10.363 23.846 12.992 0.066
H 8.795 24.557 13.352 0.079
H 10.454 19.987 13.119 0.080
H 11.959 19.287 13.801 0.063
H 13.084 21.534 13.381 0.111
H 11.611 22.115 12.609 0.099
H 11.716 20.241 10.902 0.111
H 13.257 19.763 11.625 0.100
H 13.658 21.163 9.660 0.086
H 14.332 21.806 11.197 0.086
H 12.904 22.568 10.439 0.071
C 21.601 12.799 12.197 0.041
N 20.339 12.135 12.598 -0.068
C 19.282 12.270 11.757 0.000
C 18.019 11.840 12.103 0.035
C 17.837 11.197 13.320 -0.131
C 18.950 11.026 14.160 0.056
C 20.189 11.504 13.766 0.013
C 16.478 10.823 13.737 -0.143
C 15.360 11.482 13.253 0.054
C 14.091 11.035 13.570 0.042
N 13.959 9.860 14.227 -0.047
C 15.025 9.189 14.682 0.033
C 16.262 9.696 14.441 0.023
C 12.547 9.468 14.539 0.040
H 21.441 13.886 12.078 0.113
H 21.978 12.396 11.261 0.114
H 22.326 12.725 12.998 0.103
H 19.601 12.788 10.859 0.151
H 17.189 11.986 11.407 0.146
H 18.880 10.601 15.152 0.136
H 21.097 11.387 14.361 0.157
H 15.436 12.354 12.665 0.114
H 13.098 11.524 13.526 0.114
H 14.842 8.312 15.290 0.160
H 17.074 9.076 14.805 0.143
H 11.876 9.531 13.662 0.087
H 12.123 10.123 15.318 0.109
H 12.511 8.516 15.079 0.113
C 19.997 13.886 17.551 0.018
N 19.697 15.204 18.110 -0.047
C 19.638 15.324 19.465 0.003
C 19.134 16.484 20.069 0.062
C 18.707 17.525 19.239 -0.152
C 19.010 17.439 17.896 0.032
C 19.408 16.257 17.345 -0.003
C 18.176 18.709 19.831 -0.128
C 18.162 19.995 19.183 0.054
C 17.648 21.099 19.831 -0.004
N 16.914 20.939 20.967 -0.041
C 16.807 19.755 21.509 -0.006
C 17.400 18.626 20.954 0.053
C 16.302 22.206 21.602 0.071
H 20.231 14.045 16.463 0.095
H 19.132 13.205 17.607 0.102
H 20.872 13.468 18.088 0.115
H 20.161 14.548 20.019 0.110
H 19.090 16.480 21.160 0.133
H 18.718 18.182 17.136 0.131
H 19.403 16.055 16.286 0.096
H 18.691 20.169 18.246 0.124
H 17.787 22.113 19.489 0.143
H 16.296 19.654 22.470 0.145
H 17.303 17.694 21.490 0.132
H 15.733 22.662 20.789 0.104
H 17.096 22.834 22.013 0.111
H 15.558 21.851 22.308 0.058
C 17.548 16.751 13.466 -0.591
F 18.121 17.698 12.747 0.150
F 17.383 17.210 14.745 0.077
F 16.311 16.513 12.917 0.069
S 18.561 15.095 13.438 0.545
O 18.873 15.084 12.018 -0.307
O 19.644 15.419 14.365 -0.342
O 17.583 14.079 13.963 -0.354
C 13.263 20.148 20.327 -0.461
F 12.936 21.524 20.315 0.035
F 12.236 19.671 19.462 0.011
F 14.277 19.968 19.409 0.042
S 13.465 19.427 22.025 0.543
O 14.356 20.501 22.533 -0.370
O 12.083 19.274 22.422 -0.246
O 14.081 18.153 21.633 -0.309
C 11.241 15.417 19.216 -0.546
F 11.336 14.789 18.003 0.054
F 12.119 16.511 19.145 0.002
F 10.060 16.088 19.217 0.092
S 11.604 14.332 20.718 0.498
O 10.564 13.343 20.475 -0.313
O 12.991 13.962 20.368 -0.351
O 11.398 15.296 21.772 -0.285
C 18.884 13.467 22.521 -0.685
F 19.643 12.653 23.220 0.162
F 17.803 13.666 23.238 0.172
F 19.566 14.634 22.400 0.096
S 18.512 12.788 20.837 0.566
O 19.849 12.589 20.237 -0.345
O 17.726 11.566 21.032 -0.285
O 17.700 13.934 20.335 -0.373
C 9.298 11.904 14.889 -0.651
F 10.040 11.394 15.863 0.141
F 8.048 11.461 15.117 0.136
F 9.276 13.267 14.984 0.093
S 9.796 11.399 13.219 0.500
O 8.800 12.073 12.425 -0.306
O 11.191 12.004 13.081 -0.407
O 9.695 9.971 13.211 -0.277
```

Properties
DFT total energy: -207349.0375 eV
Frontier orbital gap: 0.1770 Ha
Total charge: +2

=====

Entry 2:
A 15-piece molecular cluster, C57H98N3O32 overall in a non-equilibrium geometry, computed with ωB97M-V/def2-TZVPD.

Geometry as XYZ:
```
190
Properties=species:S:1:pos:R:3:lowdin_charge:R:1
C 0.953 4.141 1.140 -0.068
C 0.936 2.790 0.435 -0.213
C -0.357 2.054 0.674 -0.108
N -0.578 0.735 -0.032 -0.220
C -2.028 0.369 0.059 -0.084
C -2.351 -0.999 -0.513 -0.149
C -1.489 -2.075 0.165 -0.161
C -0.051 -1.674 -0.085 -0.162
C 0.240 -0.372 0.600 -0.086
C -0.151 0.855 -1.450 -0.007
H 1.730 4.753 0.686 0.072
H 1.320 3.993 2.160 0.064
H -0.012 4.625 1.264 0.083
H 1.802 2.176 0.701 0.102
H 1.044 2.994 -0.635 0.108
H -1.153 2.667 0.236 0.124
H -0.627 1.853 1.714 0.141
H -2.283 0.449 1.117 0.133
H -2.565 1.168 -0.455 0.114
H -3.404 -1.285 -0.588 0.113
H -2.118 -1.054 -1.585 0.083
H -1.740 -2.049 1.227 0.104
H -1.714 -3.074 -0.211 0.111
H 0.588 -2.461 0.326 0.107
H 0.231 -1.694 -1.138 0.095
H -0.089 -0.459 1.645 0.134
H 1.294 -0.143 0.753 0.125
H -0.711 0.150 -2.047 0.081
H 0.922 0.722 -1.554 0.094
H -0.343 1.851 -1.840 0.067
O 5.781 1.653 3.333 0.127
C 4.925 1.793 2.510 -0.550
O 4.118 0.818 2.074 -0.032
C 4.452 -0.536 2.393 -0.215
C 5.810 -0.969 1.882 -0.052
C 4.576 3.064 1.800 0.034
H 3.641 -1.065 1.891 0.096
H 4.327 -0.692 3.466 0.125
H 5.855 -2.050 1.771 0.074
H 6.563 -0.716 2.631 0.075
H 6.084 -0.391 1.000 0.082
H 3.900 3.676 2.401 0.091
H 4.048 2.841 0.876 0.055
H 5.505 3.599 1.620 0.097
O 2.416 -6.162 0.094 0.086
C 3.287 -5.388 0.406 -0.536
O 4.381 -5.747 1.085 0.000
C 4.520 -7.102 1.502 -0.226
C 4.547 -7.230 3.020 -0.054
C 3.211 -3.904 0.197 0.036
H 5.418 -7.526 1.045 0.125
H 3.720 -7.738 1.122 0.112
H 3.573 -6.923 3.409 0.067
H 5.354 -6.676 3.487 0.079
H 4.569 -8.310 3.183 0.083
H 4.151 -3.656 -0.314 0.098
H 3.230 -3.329 1.121 0.081
H 2.376 -3.655 -0.447 0.066
O 0.733 -3.583 -2.640 0.088
C 1.476 -3.038 -3.420 -0.530
O 2.687 -3.459 -3.772 0.019
C 3.107 -4.785 -3.511 -0.232
C 3.686 -5.432 -4.752 -0.065
C 1.209 -1.687 -4.016 0.030
H 2.284 -5.444 -3.209 0.123
H 3.768 -4.932 -2.654 0.117
H 2.894 -5.710 -5.456 0.078
H 4.152 -6.386 -4.506 0.083
H 4.361 -4.792 -5.319 0.079
H 0.195 -1.335 -3.841 0.052
H 1.372 -1.742 -5.095 0.105
H 1.841 -0.893 -3.614 0.078
O 5.168 11.208 1.186 0.107
C 5.311 10.417 0.297 -0.548
O 4.616 9.271 0.190 -0.014
C 3.610 9.016 1.182 -0.211
C 2.527 8.203 0.521 -0.076
C 6.171 10.663 -0.904 0.014
H 3.186 9.912 1.627 0.121
H 4.091 8.411 1.951 0.129
H 2.841 7.182 0.294 0.063
H 2.134 8.615 -0.412 0.079
H 1.623 8.110 1.130 0.077
H 6.331 9.817 -1.564 0.080
H 7.144 11.052 -0.594 0.090
H 5.781 11.505 -1.480 0.093
C -6.886 -4.248 0.459 -0.113
C -6.238 -4.283 1.828 -0.249
C -4.751 -4.612 1.767 -0.178
C -4.171 -4.544 3.116 -0.240
N -3.775 -4.519 4.201 0.172
H -7.101 -5.238 0.028 0.077
H -6.358 -3.711 -0.327 0.061
H -7.900 -3.836 0.463 0.079
H -6.775 -5.044 2.400 0.119
H -6.464 -3.346 2.340 0.112
H -4.222 -3.877 1.154 0.115
H -4.575 -5.618 1.389 0.113
C -4.973 5.530 -2.221 -0.106
C -5.032 4.979 -3.642 -0.243
C -3.679 4.452 -4.155 -0.156
C -2.923 3.730 -3.120 -0.206
N -2.298 3.197 -2.315 0.206
H -5.018 4.716 -1.486 0.070
H -5.870 6.097 -1.965 0.078
H -4.078 6.108 -2.004 0.083
H -5.348 5.805 -4.280 0.112
H -5.787 4.201 -3.739 0.093
H -3.016 5.229 -4.528 0.130
H -3.906 3.689 -4.905 0.115
C 5.108 2.233 -2.053 -0.088
C 4.412 1.760 -3.374 -0.081
O 3.331 0.967 -2.881 0.042
C 3.688 0.483 -1.666 -0.571
O 3.077 -0.289 -0.998 0.151
O 4.696 1.198 -1.178 0.053
H 4.703 3.206 -1.766 0.129
H 6.189 2.329 -2.097 0.134
H 5.111 1.137 -3.926 0.133
H 4.096 2.646 -3.911 0.126
C -1.084 1.747 -6.271 -0.104
C -0.830 1.092 -4.906 -0.148
O 0.468 1.558 -4.520 0.053
C 0.671 2.714 -5.205 -0.555
O 1.525 3.503 -4.980 0.174
O -0.204 2.853 -6.232 0.075
H -2.125 2.049 -6.308 0.121
H -0.831 1.014 -7.037 0.138
H -0.915 0.008 -4.952 0.100
H -1.618 1.356 -4.194 0.098
C -6.439 0.047 -2.754 -0.112
C -5.530 1.255 -2.489 -0.096
O -5.093 1.050 -1.143 0.052
C -5.811 0.076 -0.570 -0.576
O -5.735 -0.259 0.568 0.155
O -6.484 -0.626 -1.517 0.071
H -6.030 -0.497 -3.603 0.114
H -7.414 0.420 -3.066 0.133
H -6.079 2.198 -2.528 0.119
H -4.666 1.322 -3.146 0.106
C 2.128 -4.024 4.603 -0.128
C 1.268 -3.862 5.861 -0.092
O 0.829 -2.507 5.774 0.071
C 1.284 -1.927 4.647 -0.577
O 1.000 -0.837 4.284 0.164
O 2.125 -2.749 3.985 0.047
H 1.855 -4.803 3.892 0.102
H 3.152 -4.304 4.880 0.129
H 1.849 -4.001 6.769 0.129
H 0.461 -4.594 5.852 0.130
C -0.983 5.062 6.052 -0.098
C -1.566 5.799 4.865 -0.129
O -0.474 5.871 3.954 0.045
C 0.681 5.615 4.639 -0.575
O 1.745 5.591 4.116 0.151
O 0.425 5.300 5.912 0.076
H -1.096 3.985 5.890 0.124
H -1.409 5.326 7.013 0.134
H -1.856 6.837 5.063 0.131
H -2.477 5.314 4.513 0.128
C -2.724 -1.103 4.120 -0.110
C -4.190 -0.663 4.107 -0.092
O -4.087 0.763 4.180 0.074
C -2.811 1.152 4.020 -0.580
O -2.415 2.263 4.078 0.162
O -2.036 0.083 3.688 0.020
H -2.475 -1.946 3.479 0.102
H -2.316 -1.391 5.093 0.135
H -4.736 -1.041 4.967 0.134
H -4.674 -0.962 3.178 0.116
C -0.648 -7.439 1.827 -0.088
C -2.074 -6.860 1.769 -0.089
O -1.822 -5.433 1.843 0.009
C -0.531 -5.209 2.173 -0.555
O 0.017 -4.161 2.290 0.166
O 0.065 -6.382 2.460 0.044
H -0.276 -7.503 0.803 0.134
H -0.568 -8.342 2.417 0.137
H -2.699 -7.066 2.636 0.130
H -2.511 -7.107 0.807 0.129
C -2.547 -3.209 -4.756 -0.079
C -3.224 -2.912 -3.403 -0.086
O -3.548 -1.542 -3.567 0.039
C -3.479 -1.166 -4.849 -0.586
O -3.726 -0.069 -5.241 0.153
O -3.129 -2.218 -5.621 0.075
H -2.754 -4.203 -5.145 0.136
H -1.463 -3.089 -4.768 0.118
H -2.470 -3.020 -2.624 0.116
H -4.070 -3.572 -3.229 0.138
```

Properties
DFT total energy: -130685.0229 eV
Frontier orbital gap: 0.3526 Ha
Total charge: +1

=====

Q: Among the records above, which one has the lowest frontier orbital gap?
A: C57H86F15N8O15PS5

=====

Q: Which value of total charge does entry 2 give?
A: +1

=====

Q: What is the total charge in the second record?
A: +1

=====

Q: Which of these has the highest total charge?
A: C57H86F15N8O15PS5